Record 1
ORCA calculation (the ωB97M-V functional and the def2-TZVPD basis) on a structure of composition C23H26N8PSV.

As for the charge: +1. As for the relative energy (zero: lowest compared OMol25 entry of this formula, charge and spin): 154.0 kJ/mol. The expectation value of S² is 3.76. The HOMO energy (alpha / beta) comes out at -8.47 / -8.48 eV. The calculation puts the molecular weight at 528.5 g mol⁻¹. The value obtained for the total energy is -82001.1666 eV. Its multiplicity is 4.

```
60
Properties=species:S:1:pos:R:3:forces:R:3
H -3.22938 -1.31360 0.88189 0.02 0.01 -0.03
C 0.76182 -4.36986 0.67997 0.01 -0.20 -0.02
H 2.36312 0.87373 5.00836 0.02 -0.03 -0.03
N -1.71469 -1.73093 -1.31753 0.28 -0.35 0.55
H -4.44592 -0.25817 3.10129 0.08 0.04 0.00
N -2.61628 0.86813 3.19720 -0.18 0.20 0.34
H 0.74792 -3.03126 8.07499 -0.02 0.03 -0.04
H 0.93966 5.04480 1.93261 0.06 -0.02 -0.01
N 1.47065 0.32714 1.13830 1.46 0.10 0.29
N -0.35125 1.87526 -0.17548 -0.07 1.26 -0.53
C 0.91184 -3.00871 0.74234 -0.20 0.32 -0.16
C -2.87558 -0.56167 1.56392 0.34 0.00 -0.06
N -1.64450 0.03709 1.42189 -1.05 -0.04 0.38
H 0.01830 6.01737 0.77912 -0.02 0.00 -0.05
H 2.16453 2.52542 4.39307 -0.01 0.00 -0.03
P -0.12571 2.04480 2.63019 -0.05 -0.19 -0.16
H -0.14597 0.91029 5.24635 0.00 0.02 0.08
C -0.24278 2.66715 0.88925 0.05 -0.15 0.05
C -0.87037 -2.67366 -0.70858 0.15 0.32 -0.09
H 4.45462 0.28578 2.49702 -0.06 0.04 0.00
S 0.18986 -1.36348 3.47554 0.10 -0.06 0.94
C 0.33683 -0.92594 8.06098 0.02 -0.04 0.04
H -0.81814 5.17100 2.08992 -0.08 0.00 0.00
H 1.40738 -5.01149 1.26386 -0.03 0.04 -0.05
C 0.05244 0.04294 5.87072 -0.01 -0.29 0.09
V -0.13815 -0.15154 0.12287 -0.30 0.06 -0.83
H 3.77063 1.78371 4.40138 0.04 0.01 -0.03
H -1.85684 -4.41254 -1.47679 0.05 0.00 0.05
C -0.24325 -4.88736 -0.12870 0.00 -0.06 0.00
H 1.66627 -2.55293 1.36573 -0.04 0.09 0.06
H -1.32886 -0.81268 -1.51162 -0.10 -0.17 -0.67
C 0.54765 -2.16142 7.45900 0.01 -0.03 -0.22
H 3.19679 -0.61552 0.23758 -0.04 -0.01 -0.02
N 0.10702 -2.16126 0.05910 0.01 -1.37 -0.14
C 3.43273 0.38922 2.17320 -0.02 0.00 0.28
C -3.48494 -0.05050 2.66075 -0.02 0.05 0.23
C 1.31206 0.96004 2.29503 0.01 0.40 -0.36
C -1.06504 -4.03552 -0.84039 -0.25 -0.24 -0.11
N -0.15769 3.95629 0.49919 0.05 0.32 0.15
C -1.50403 0.86978 2.44313 -0.13 0.21 -0.16
C -2.87661 1.65901 4.40141 0.00 -0.29 -0.10
C 0.51289 -2.29846 6.07426 -0.01 0.12 0.16
H -0.42355 2.32026 -2.28514 0.03 -0.01 0.00
H -0.05690 1.15398 7.71037 -0.01 -0.06 -0.04
N 2.49299 1.06058 2.92168 0.37 0.24 0.47
C 2.71063 1.59274 4.26808 -0.04 -0.15 -0.13
C -0.21624 3.99033 -0.87104 0.02 0.10 0.07
H -2.83404 1.02221 5.28165 0.04 -0.06 0.01
C 0.09795 0.17880 7.25795 -0.05 0.05 -0.28
C 0.25535 -1.20006 5.23978 0.01 0.06 -0.07
C 2.79496 -0.05763 1.06633 -0.32 -0.07 0.06
C -0.33690 2.69889 -1.28103 -0.05 -0.17 0.30
H -2.30571 -2.06685 -2.05929 -0.04 0.07 -0.06
H -3.85758 2.11819 4.32703 -0.07 0.02 -0.05
H 0.35622 -0.82700 9.14010 0.03 -0.01 -0.07
H -0.16088 4.91111 -1.42945 -0.03 -0.06 0.09
H -2.12839 2.43712 4.49329 0.09 0.05 0.00
H -0.38786 -5.95836 -0.20418 0.01 0.05 0.00
H 0.68671 -3.26513 5.61678 -0.02 0.02 0.04
C 0.00457 5.11667 1.38377 -0.01 -0.21 -0.15
```
Forces are in eV/Å.

Record 2
ORCA calculation (the ωB97M-V functional and the def2-TZVPD basis) on a structure of composition C23H26NO6PS3V.

As for the charge: -2. As for the relative energy (zero: lowest compared OMol25 entry of this formula, charge and spin): 12.7 kJ/mol. The expectation value of S² is 3.76. The HOMO energy (alpha / beta) comes out at -0.25 / -2.25 eV. The calculation puts the molecular weight at 590.6 g mol⁻¹. The value obtained for the total energy is -105538.1607 eV. Its multiplicity is 4.

```
61
Properties=species:S:1:pos:R:3:forces:R:3
H 2.71467 -3.75256 0.28426 0.01 0.02 0.02
H 0.89689 2.88663 -1.37064 0.00 0.01 0.00
V -1.03626 -1.63163 -0.11469 0.38 -0.35 -0.32
H 1.78924 -4.15556 -1.16449 -0.09 0.00 -0.03
O 3.46246 -0.27144 -0.13012 0.04 0.04 0.02
H 4.59146 -0.61536 -1.82629 0.01 -0.01 -0.01
C -2.71917 -2.03908 2.32128 0.07 0.23 -0.07
P 2.11500 -1.10543 -0.52892 -0.01 0.14 0.04
H -4.07795 -4.43046 4.29798 0.00 0.00 0.00
H -0.55457 2.97724 -2.35312 0.00 0.00 0.01
C -1.21683 2.06211 0.21408 0.05 0.04 -0.04
H -3.98804 -1.96679 4.08006 0.01 0.00 -0.01
H -3.25918 3.69145 3.09738 0.00 0.00 0.00
H -2.86321 -5.84528 2.66370 0.01 0.00 -0.01
H 3.93176 -4.41497 -2.45343 0.00 0.01 0.02
H 6.16884 1.26541 -1.30678 0.00 -0.01 0.01
H 1.22072 4.53067 0.56165 0.00 0.00 0.00
H 6.06243 0.13227 0.05535 0.00 0.00 0.00
S -3.32745 0.60876 3.15850 -0.04 0.03 0.06
O -1.05152 -4.36876 -3.10928 -0.02 -0.09 -0.08
H 0.03235 5.80313 0.86663 0.00 0.00 0.00
H 3.91049 -5.50066 -1.05611 0.00 0.00 0.00
C -1.88599 1.26475 1.14046 -0.03 -0.19 -0.02
C -2.02634 4.01032 1.36901 0.01 -0.02 -0.02
C -2.81998 -4.76359 2.56789 0.01 -0.01 -0.01
O -2.43389 -1.52332 -1.55938 -0.13 -0.01 -0.26
C 4.29519 0.21235 -1.17511 -0.02 0.02 0.04
C -2.00682 -2.78919 1.35784 -0.13 -0.15 0.22
C -2.61821 1.84949 2.17345 -0.04 0.08 0.06
C 5.50610 0.85989 -0.53786 0.02 0.01 -0.01
O -3.15336 -2.49376 -3.44387 -0.03 -0.02 -0.06
C -1.28267 3.44142 0.31837 -0.01 0.03 0.01
O 2.79754 -2.36657 -1.25849 0.03 -0.24 0.04
H -1.57668 -4.82903 0.83197 0.00 -0.01 0.00
H -2.32712 4.73937 -1.87149 0.00 0.00 0.00
C 3.93387 -4.45228 -1.36274 -0.02 -0.02 -0.02
C 0.14886 3.57335 -1.76887 0.00 0.00 -0.01
H 5.19775 1.67283 0.12131 0.00 0.00 -0.01
C 2.72528 -3.73136 -0.80611 -0.03 0.23 -0.05
C -0.55976 4.36113 -0.66785 -0.01 -0.01 0.02
C -1.20764 -3.45062 -2.31717 0.08 0.18 0.19
H -0.64511 1.56267 -0.55839 -0.01 -0.01 0.01
H 1.01862 5.85103 -0.60361 0.00 0.00 0.00
N -1.89445 -0.12410 1.13244 -0.07 0.49 0.18
C 0.48960 5.18850 0.08810 0.01 0.00 0.00
H -2.08158 5.08852 1.46571 0.00 0.00 -0.01
H -2.08245 5.93469 -0.59384 0.00 0.00 0.00
C -3.51056 -3.97153 3.49598 0.01 0.05 -0.02
H 3.73381 0.92986 -1.78067 0.00 -0.01 0.00
C -2.09535 -4.18772 1.53880 0.00 0.10 -0.02
H -1.06017 5.96699 -2.03705 0.00 0.00 0.00
C -2.69351 3.23217 2.29562 0.02 -0.02 -0.02
H 0.64867 4.27040 -2.44757 0.00 0.00 0.00
S 1.22986 -1.56353 1.17683 0.11 -0.03 0.00
O -0.47356 -3.21054 -1.28492 0.03 -0.20 -0.19
H 4.86247 -4.00268 -1.00088 -0.04 0.00 0.00
S 1.06211 -0.10180 -1.85683 -0.12 -0.05 0.07
C -3.45821 -2.59845 3.37045 -0.03 -0.05 0.04
C -2.59947 -0.60451 2.12467 -0.06 -0.26 0.06
C -2.38804 -2.41376 -2.49538 0.06 0.05 0.17
C -1.57096 5.30895 -1.32785 0.00 0.00 -0.01
```
Forces are in eV/Å.